Computed, not measured: a 15-piece molecular cluster, C36H111N9O15 overall at a distorted geometry, with the ωB97M-V functional and the def2-TZVPD basis.

Each line ends with the Löwdin charge.
Positions of all 171 atoms, in Å:
O: -6.1695 -2.2267 -0.5073  -0.06
H: -6.2321 -1.9521 0.4075  0.03
H: -5.5755 -2.9772 -0.4924  0.03
O: 5.1995 -0.4142 -7.1519  -0.06
H: 6.1127 -0.1275 -7.1478  0.03
H: 5.2385 -1.3359 -7.4072  0.03
O: -4.1096 -7.1305 -6.0609  -0.06
H: -3.6864 -6.3266 -5.7594  0.03
H: -4.4783 -7.5196 -5.2679  0.03
O: -2.5834 -1.1260 -7.4743  -0.06
H: -3.0285 -0.5839 -6.8229  0.03
H: -1.6663 -1.1261 -7.2003  0.03
O: 0.8774 -8.4583 -7.0919  -0.06
H: 0.2594 -8.3320 -7.8119  0.03
H: 0.4307 -9.0586 -6.4949  0.03
O: -1.1450 -10.3873 -3.0173  -0.05
H: -1.8373 -10.7021 -2.4360  0.03
H: -0.3798 -10.2931 -2.4502  0.03
C: -6.4513 -2.9077 6.5535  -0.06
C: -5.0402 -2.8384 5.8183  -0.37
C: -4.5226 -4.2188 5.3616  -0.25
O: -4.1245 -4.8378 6.4977  -0.20
C: -4.3355 -6.2350 6.5616  -0.09
N: -5.2590 -1.8968 4.6582  0.01
H: -7.1644 -3.4123 5.9016  0.07
H: -6.8228 -1.8909 6.6805  0.06
H: -6.4882 -3.3710 7.5394  0.07
H: -4.3832 -2.3449 6.5345  0.13
H: -3.5573 -4.1495 4.8601  0.13
H: -5.3068 -4.7346 4.8074  0.13
H: -3.8329 -6.7970 7.3488  0.09
H: -4.2960 -6.7570 5.6055  0.08
H: -5.3987 -6.2871 6.7960  0.08
H: -5.6195 -0.9956 4.9373  0.06
H: -4.3174 -1.7040 4.3479  0.06
C: -0.4612 6.0177 -6.4704  -0.05
C: 0.9972 6.5645 -6.5036  -0.46
C: 1.2670 7.7196 -5.5307  -0.21
O: 0.5523 8.9222 -5.7193  -0.18
C: 0.9626 9.6615 -6.8545  -0.12
N: 1.9764 5.5648 -6.3578  0.03
H: -1.2296 6.7849 -6.5655  0.07
H: -0.7784 5.6171 -5.5076  0.07
H: -0.7047 5.3124 -7.2651  0.07
H: 1.1009 6.9829 -7.5047  0.12
H: 2.3397 7.9127 -5.5199  0.11
H: 1.0206 7.4744 -4.4975  0.13
H: 0.5000 10.6381 -6.9975  0.09
H: 0.6320 9.1397 -7.7526  0.07
H: 2.0446 9.7715 -6.9271  0.09
H: 2.8628 5.7226 -6.8156  0.08
H: 1.6883 4.6077 -6.5030  0.08
C: 5.1317 -7.7125 2.2303  -0.07
C: 4.9905 -9.1658 2.3322  -0.50
C: 3.7569 -9.8439 1.7101  -0.13
O: 3.6393 -10.0004 0.2152  -0.19
C: 4.8689 -10.5433 -0.4408  -0.09
N: 6.2583 -9.7263 2.0446  0.01
H: 5.2568 -7.4473 1.1805  0.08
H: 6.0260 -7.3831 2.7593  0.09
H: 4.2606 -7.1576 2.5787  0.08
H: 5.0429 -9.4042 3.3946  0.14
H: 2.8507 -9.3589 2.0730  0.11
H: 3.6201 -10.8498 2.1069  0.11
H: 4.7496 -10.7003 -1.5129  0.08
H: 5.2224 -11.4895 -0.0310  0.08
H: 5.7223 -9.8670 -0.4900  0.06
H: 6.2188 -10.7341 2.0983  0.08
H: 6.6668 -9.4843 1.1532  0.06
C: 2.5170 -4.0333 -11.0620  -0.07
C: 3.5547 -5.1319 -11.1270  -0.46
C: 4.4667 -5.1419 -12.3695  -0.18
O: 5.4825 -6.1389 -12.1663  -0.21
C: 5.5336 -7.0477 -13.1965  -0.14
N: 4.3289 -5.0507 -9.9222  0.04
H: 1.5573 -4.2944 -10.6161  0.07
H: 2.3738 -3.4975 -12.0004  0.07
H: 2.8152 -3.1642 -10.4756  0.07
H: 3.1347 -6.1221 -11.3036  0.13
H: 4.9616 -4.1861 -12.5414  0.13
H: 3.8355 -5.4105 -13.2167  0.12
H: 5.8518 -6.4900 -14.0773  0.09
H: 4.5696 -7.4783 -13.4675  0.09
H: 6.3182 -7.7675 -12.9630  0.10
H: 3.8932 -5.7747 -9.3688  0.08
H: 5.1640 -5.5498 -10.1935  0.06
C: 7.8366 -0.7556 1.8214  -0.05
C: 7.1268 0.6476 1.8336  -0.40
C: 7.2539 1.3894 0.4585  -0.21
O: 6.6552 2.6566 0.7025  -0.21
C: 6.0909 3.3152 -0.4519  -0.08
N: 5.7126 0.4117 2.0316  0.01
H: 7.2947 -1.3327 1.0722  0.07
H: 7.6268 -1.1618 2.8109  0.07
H: 8.9078 -0.7575 1.6198  0.07
H: 7.4252 1.2440 2.6957  0.13
H: 7.0135 0.7975 -0.4247  0.12
H: 8.3076 1.5682 0.2441  0.11
H: 6.8265 3.1789 -1.2446  0.08
H: 5.8449 4.3212 -0.1118  0.09
H: 5.2386 2.8028 -0.8981  0.08
H: 5.2316 1.1734 1.5749  0.06
H: 5.2768 -0.3717 1.5663  0.07
C: 1.0697 2.3305 9.1555  -0.07
C: 0.5605 3.4804 8.2776  -0.45
C: -0.4050 4.3395 9.2007  -0.18
O: -1.5890 3.5951 9.4675  -0.20
C: -2.3725 3.9680 10.5331  -0.14
N: 1.5506 4.2965 7.7065  0.03
H: 1.2387 2.6003 10.1980  0.07
H: 2.0711 2.0036 8.8757  0.07
H: 0.4078 1.4655 9.1130  0.08
H: 0.0229 3.0603 7.4276  0.14
H: -0.6629 5.2383 8.6404  0.11
H: 0.0857 4.6769 10.1136  0.12
H: -3.1022 3.1667 10.6490  0.09
H: -2.9821 4.8571 10.3720  0.09
H: -1.7687 3.9451 11.4403  0.09
H: 2.2739 4.4139 8.4016  0.08
H: 1.9477 3.7821 6.9332  0.08
C: -1.6891 10.8341 4.4101  -0.07
C: -1.0420 9.6483 3.7316  -0.42
C: -1.1647 9.5284 2.2217  -0.26
O: -2.4590 9.2934 1.7728  -0.18
C: -2.4313 8.7995 0.3924  -0.08
N: 0.4003 9.4770 4.1343  0.04
H: -2.7191 10.9555 4.0748  0.08
H: -1.2694 11.8049 4.1466  0.08
H: -1.7863 10.7510 5.4925  0.08
H: -1.5484 8.7534 4.0933  0.13
H: -0.5077 8.7106 1.9257  0.11
H: -0.8143 10.3875 1.6495  0.13
H: -2.0521 9.5234 -0.3289  0.08
H: -3.4396 8.4842 0.1240  0.09
H: -1.7402 7.9737 0.2236  0.08
H: 0.5045 9.9484 5.0214  0.05
H: 0.4570 8.4883 4.3326  0.06
C: 1.2583 -3.3026 -1.3938  -0.07
C: 0.3630 -2.2439 -2.0190  -0.45
C: 0.6315 -0.8254 -1.4216  -0.21
O: 0.3103 -0.7238 -0.0533  -0.20
C: -0.1708 0.5745 0.3616  -0.09
N: 0.6966 -2.0962 -3.3808  0.01
H: 1.1452 -4.3073 -1.8010  0.07
H: 1.0451 -3.3450 -0.3257  0.07
H: 2.3296 -3.1029 -1.4134  0.08
H: -0.7161 -2.3687 -1.9292  0.14
H: -0.0402 -0.1926 -2.0016  0.12
H: 1.6947 -0.6181 -1.5426  0.12
H: -1.0953 0.9098 -0.1085  0.09
H: 0.6382 1.2958 0.2466  0.08
H: -0.2177 0.4623 1.4448  0.08
H: 1.6495 -1.7746 -3.4730  0.07
H: 0.7734 -2.9891 -3.8465  0.07
C: -10.4052 2.7819 3.3391  -0.07
C: -10.2812 3.2529 4.7737  -0.43
C: -9.2566 4.3664 5.0513  -0.23
O: -8.0260 3.7609 4.9597  -0.17
C: -6.9831 4.6922 4.8979  -0.11
N: -11.5918 3.7151 5.2717  0.03
H: -9.4914 2.5869 2.7778  0.08
H: -10.9266 3.5427 2.7583  0.08
H: -11.0092 1.8769 3.4035  0.07
H: -10.0171 2.3414 5.3100  0.13
H: -9.5874 4.8796 5.9543  0.12
H: -9.2876 4.9745 4.1472  0.13
H: -7.2732 5.4370 4.1567  0.08
H: -6.0423 4.2607 4.5564  0.09
H: -6.8647 5.2513 5.8261  0.09
H: -12.1949 2.9780 5.6079  0.07
H: -11.4885 4.4308 5.9768  0.05

Summary:
Relative energy (zero: lowest compared OMol25 entry of this formula, charge and spin) = 141.9 kcal per mole
Orbital gap = 9.0669 eV
E_tot = -83244.598 eV

***

Computed, not measured: C36H20Cl5N4O2PSeY as an isolated structure at a distorted geometry, with the ωB97M-V functional and the def2-TZVPD basis.

Each line ends with the Löwdin charge.
Positions of all 70 atoms, in Å:
Y: -0.6929 -1.1227 0.0631  1.23
Se: -5.0771 2.5770 5.6466  1.18
N: -3.3218 2.4061 5.4308  -0.21
C: -3.1671 1.6522 4.3787  -0.34
C: -1.8510 1.2426 3.8725  -0.07
C: -0.6646 1.6050 4.5109  0.04
C: 0.5337 1.1483 4.0176  -0.01
C: 0.5161 0.3409 2.8906  -0.12
N: -0.6019 -0.0024 2.2573  0.02
C: -1.7825 0.4407 2.7440  -0.13
C: -3.0171 0.0204 2.0368  -0.13
N: -2.8719 -0.7202 0.9182  0.03
C: -3.9553 -1.1565 0.2800  -0.06
C: -5.2417 -0.8737 0.7161  0.00
C: -5.3971 -0.1022 1.8409  0.04
C: -4.2684 0.3601 2.5207  -0.07
C: -4.3637 1.2009 3.7200  -0.34
N: -5.4986 1.5841 4.2353  -0.21
H: -0.7158 2.2352 5.3913  0.13
H: 1.4755 1.4004 4.4859  0.12
H: 1.4425 -0.0466 2.4818  0.09
H: -3.7919 -1.7532 -0.6100  0.12
H: -6.0898 -1.2559 0.1652  0.13
H: -6.3786 0.1586 2.2195  0.13
Cl: 1.5286 -2.5795 1.0278  0.76
C: 3.0605 -1.7409 0.7779  -0.60
C: 4.1813 -2.3803 1.2762  -0.09
C: 5.4219 -1.8115 1.0503  -0.05
C: 5.5297 -0.6311 0.3246  -0.05
C: 4.3892 -0.0137 -0.1603  -0.07
C: 3.1189 -0.5483 0.0701  -0.37
P: 1.6145 0.2528 -0.6101  1.04
C: 1.9730 0.3021 -2.3938  -0.35
C: 1.6400 -0.8239 -3.1468  -0.09
C: 1.9364 -0.8747 -4.4997  -0.06
C: 2.5582 0.2059 -5.1123  -0.06
C: 2.8878 1.3316 -4.3703  -0.06
C: 2.5990 1.3809 -3.0120  -0.09
C: 1.6820 1.9800 -0.0434  -0.38
C: 2.4090 2.4109 1.0637  -0.10
C: 2.3070 3.7283 1.4987  -0.07
C: 1.4759 4.6203 0.8374  -0.07
C: 0.7375 4.1942 -0.2603  -0.06
C: 0.8321 2.8801 -0.6929  -0.10
H: 4.0831 -3.3147 1.8155  0.11
H: 6.3083 -2.3037 1.4301  0.12
H: 6.5032 -0.1987 0.1312  0.12
H: 4.4776 0.8993 -0.7394  0.12
H: 1.1371 -1.6663 -2.6880  0.10
H: 1.6680 -1.7504 -5.0779  0.12
H: 2.7788 0.1726 -6.1728  0.11
H: 3.3692 2.1756 -4.8488  0.11
H: 2.8540 2.2676 -2.4429  0.10
H: 3.0656 1.7285 1.5888  0.10
H: 2.8850 4.0580 2.3531  0.11
H: 1.4039 5.6478 1.1743  0.11
H: 0.0888 4.8866 -0.7822  0.11
H: 0.2556 2.5571 -1.5543  0.12
Cl: -3.6176 -3.2937 -5.6411  0.69
C: -2.9021 -3.2406 -4.0750  -0.70
C: -2.8670 -4.3745 -3.2740  -0.70
Cl: -3.5471 -5.8545 -3.8301  0.69
C: -2.2713 -4.3138 -2.0081  -0.62
Cl: -2.1947 -5.6937 -0.9782  0.72
C: -1.7066 -3.1363 -1.5508  -0.38
O: -1.0952 -3.0188 -0.3374  -0.32
C: -1.7742 -1.9815 -2.3499  -0.40
O: -1.2635 -0.8294 -1.8321  -0.30
C: -2.3559 -2.0440 -3.6025  -0.62
Cl: -2.3845 -0.6014 -4.5462  0.72

Summary:
Total charge = +1
Relative energy (zero: lowest compared OMol25 entry of this formula, charge and spin) = 6.0 kcal per mole
Orbital gap = 6.4242 eV
E_tot = -186001.897 eV

***

Q: Among the records above, which one has the lowest E_tot?
A: C36H20Cl5N4O2PSeY

***

Q: The lowest orbital gap belongs to which entry?
A: C36H20Cl5N4O2PSeY

***

Q: Which value of E_tot does entry 1 give?
A: -83244.598 eV

***

Q: Which of these has the lowest orbital gap?
A: C36H20Cl5N4O2PSeY